Entry from the Open Molecules 2025 dataset: C31H57EuN2O2P2 as an isolated structure in a non-equilibrium geometry (the ωB97M-V functional and the def2-TZVPD basis).

Positions of all 95 atoms, in Å:
C  1.151  0.047  2.673
C  2.094  1.607  1.192
C  2.163  0.257  3.606
C  3.048  1.956  2.186
C  3.097  1.267  3.377
H  2.168  -0.348  4.508
H  3.760  2.744  1.943
H  3.851  1.498  4.130
N  1.105  0.693  1.497
P  -1.594  -0.535  2.290
P  1.584  1.715  -1.678
C  0.057  -0.990  2.987
H  0.376  -1.959  2.567
H  -0.011  -1.138  4.077
C  2.209  2.198  -0.105
H  2.872  3.069  -0.106
C  3.001  0.649  -2.441
C  1.259  3.397  -2.576
C  -2.495  -2.199  1.912
C  -2.289  0.523  3.706
C  2.379  -0.247  -3.528
H  1.860  0.335  -4.304
H  3.177  -0.827  -4.020
H  1.657  -0.957  -3.096
C  4.102  1.543  -3.019
H  3.766  2.124  -3.888
H  4.509  2.221  -2.255
H  4.933  0.904  -3.359
C  3.611  -0.228  -1.340
H  4.389  -0.872  -1.780
H  4.081  0.378  -0.555
H  2.860  -0.879  -0.878
C  0.895  3.096  -4.041
H  0.047  2.398  -4.114
H  0.598  4.035  -4.533
H  1.734  2.674  -4.612
C  0.072  4.106  -1.898
H  -0.870  3.542  -1.984
H  0.261  4.312  -0.838
H  -0.083  5.073  -2.403
C  2.463  4.336  -2.495
H  3.372  3.920  -2.939
H  2.219  5.252  -3.055
H  2.680  4.631  -1.462
C  -3.627  1.119  3.224
H  -4.059  1.713  4.042
H  -3.477  1.782  2.361
H  -4.355  0.347  2.946
C  -1.310  1.677  4.000
H  -0.383  1.317  4.462
H  -1.067  2.257  3.102
H  -1.791  2.357  4.719
C  -2.472  -0.298  4.986
H  -2.644  0.397  5.821
H  -3.338  -0.965  4.939
H  -1.586  -0.893  5.240
C  -1.497  -3.363  1.946
H  -1.041  -3.490  2.937
H  -2.030  -4.298  1.709
H  -0.704  -3.240  1.195
C  -3.080  -2.089  0.487
H  -2.295  -2.038  -0.287
H  -3.674  -2.992  0.283
H  -3.750  -1.222  0.373
C  -3.624  -2.478  2.907
H  -3.241  -2.671  3.917
H  -4.369  -1.672  2.942
H  -4.150  -3.389  2.582
Eu  -0.773  0.615  -0.299
C  -1.806  2.837  0.875
O  -2.097  3.922  1.132
N  0.303  -1.510  -0.759
C  1.066  -2.389  -0.935
C  1.525  -3.784  -1.349
C  3.048  -3.813  -1.433
C  1.050  -4.805  -0.316
C  0.893  -4.107  -2.702
H  3.420  -3.075  -2.155
H  3.486  -3.598  -0.450
H  3.384  -4.810  -1.753
H  -0.045  -4.839  -0.281
H  1.398  -5.812  -0.583
H  1.438  -4.565  0.682
H  1.244  -5.078  -3.074
H  -0.198  -4.166  -2.602
H  1.139  -3.346  -3.454
C  -4.881  0.891  -2.721
C  -3.808  1.408  -1.779
O  -2.573  0.647  -1.944
H  -4.614  1.064  -3.768
H  -5.811  1.426  -2.522
H  -5.073  -0.176  -2.566
H  -4.075  1.309  -0.721
H  -3.549  2.458  -1.954
H  -2.648  0.108  -2.748

Summary:
Spin multiplicity ... 8
Energy above the lowest of the compared OMol25 structures with the same formula, charge and spin ... 0.0 kcal per mole
Total charge ... +1